No. 1
113
Properties=species:S:1:pos:R:3:forces:R:3 method="wB97M-V/def2-TZVPD" orbital_gap_ha="0.20172 / 0.20504" multiplicity=2 total_charge=+2 molar_mass_g_mol=1212.13 relative_energy_ev=0.000 total_energy_ha=-6714.38931 s_squared=0.7822
Re 0.615167 -1.399781 0.889906 -2.71 0.76 0.77
N -0.171747 -3.310620 5.626110 -0.05 0.04 0.04
C 0.119165 -2.168169 4.974790 0.08 0.09 -0.01
C 0.053741 -2.101453 3.563268 -0.16 -0.28 0.47
N 0.380383 -0.990936 2.913111 0.60 -0.64 0.41
C 0.733457 0.091586 3.636459 0.04 0.19 -0.18
C 0.797455 -0.003806 5.008911 -0.11 -0.07 0.06
N 0.517300 -1.116185 5.682453 0.02 0.12 -0.02
H -0.665306 -4.061673 5.177587 0.05 0.00 -0.04
H -0.156664 -3.289454 6.632684 -0.02 0.01 0.00
H -0.323328 -2.943795 3.000387 0.15 0.03 -0.05
H 0.954190 0.998749 3.098740 0.11 0.01 0.01
H 1.092252 0.860089 5.591961 0.00 0.00 -0.01
C 6.694944 -1.991169 -0.368390 0.02 -0.01 -0.01
C 5.574609 -2.799781 -0.268299 -0.05 0.04 0.00
C 4.327060 -2.230966 -0.037815 0.02 0.07 0.07
C 4.202815 -0.853824 0.098755 -0.04 -0.02 0.03
C 5.333858 -0.042292 -0.007651 -0.14 -0.10 0.11
C 6.574889 -0.613115 -0.236741 -0.01 0.04 -0.01
As 2.447489 -0.014096 0.248822 2.11 0.08 -0.56
C 2.303217 0.617701 -1.580420 0.04 -0.32 -0.15
C 3.210608 1.540749 -2.093719 -0.10 0.14 0.20
C 3.344450 1.697705 -3.463645 0.01 0.07 -0.03
C 2.589859 0.923273 -4.335633 -0.04 -0.03 -0.01
C 1.673860 0.009869 -3.835446 0.04 0.01 0.08
C 1.537984 -0.144494 -2.461671 0.05 0.07 -0.05
C 2.859947 1.509025 1.346936 0.04 -0.16 0.32
C 2.366307 2.778019 1.090206 -0.08 -0.05 -0.08
C 2.631956 3.813558 1.975342 -0.02 0.08 0.02
C 3.395984 3.581271 3.111411 -0.01 -0.07 0.02
C 3.891862 2.307797 3.371402 -0.06 0.04 -0.06
C 3.612428 1.268446 2.495394 0.03 0.07 0.01
H 7.665697 -2.433372 -0.549643 -0.01 0.01 0.00
H 5.666708 -3.872428 -0.374327 0.00 0.00 0.01
H 3.459863 -2.871569 0.036060 -0.01 -0.03 -0.02
H 5.243340 1.029704 0.107691 0.08 0.04 -0.01
H 7.449616 0.019170 -0.315371 0.00 -0.01 0.01
H 3.817155 2.133961 -1.420182 0.06 0.00 -0.04
H 4.057815 2.411645 -3.854865 -0.01 0.00 0.01
H 2.726929 1.021746 -5.404523 -0.03 0.04 0.01
H 1.084307 -0.598256 -4.509383 0.00 0.02 0.00
H 0.843159 -0.881310 -2.079248 -0.04 -0.04 -0.02
H 1.773724 2.952573 0.200711 -0.03 0.07 -0.02
H 2.243963 4.804827 1.777576 0.03 -0.01 -0.02
H 3.601595 4.390677 3.799633 0.02 0.00 -0.03
H 4.494785 2.128295 4.251930 -0.03 -0.01 0.00
H 3.974502 0.269039 2.708014 0.09 0.02 -0.01
S -2.152561 -3.119840 1.283981 0.14 0.38 -0.02
P -1.001533 -4.251513 0.164622 -0.14 -0.02 0.07
S 0.976625 -3.532434 0.347974 0.96 -0.83 -0.82
C -0.904915 -5.983285 0.617990 -0.03 0.07 0.12
C 0.032452 -6.810217 -0.004547 -0.05 -0.08 0.00
C 0.056938 -8.159618 0.301061 -0.02 0.04 -0.01
C -0.860989 -8.684599 1.206318 0.05 0.01 0.00
C -1.782310 -7.859325 1.832286 -0.03 0.05 -0.01
C -1.804982 -6.500268 1.544060 0.05 -0.05 0.00
C -1.424486 -4.239649 -1.581418 0.18 0.08 -0.09
C -2.519882 -5.017923 -1.959205 0.05 0.01 -0.03
C -2.912531 -5.045918 -3.286786 -0.01 0.01 0.01
C -2.220732 -4.301425 -4.234713 0.02 0.03 -0.01
C -1.134361 -3.525200 -3.858255 -0.02 -0.01 0.08
C -0.734449 -3.491840 -2.528594 -0.03 -0.01 -0.11
H 0.730749 -6.412352 -0.731358 0.00 0.03 -0.01
H 0.787189 -8.803959 -0.169470 -0.03 -0.01 -0.02
H -0.853645 -9.745078 1.421062 0.02 0.01 0.03
H -2.485584 -8.269977 2.544132 -0.01 -0.01 -0.02
H -2.523784 -5.844537 2.019500 -0.01 -0.01 0.02
H -3.054341 -5.604943 -1.221959 -0.01 -0.02 -0.02
H -3.751284 -5.659243 -3.586767 -0.01 0.01 0.01
H -2.525297 -4.333568 -5.272505 0.00 -0.01 0.01
H -0.587316 -2.959623 -4.601060 -0.01 0.00 0.00
H 0.130552 -2.905881 -2.247409 0.02 -0.03 0.03
C -4.757095 3.127034 -2.103314 -0.19 0.12 -0.04
Si -3.645719 1.799512 -1.440284 0.65 -0.06 0.35
C -2.858308 0.810817 -2.817289 -0.01 -0.18 -0.03
C -4.517603 0.690450 -0.224322 -0.05 -0.14 0.02
Si -1.772000 2.773808 -0.200472 -1.14 1.54 -1.21
Te -0.603468 0.630979 0.310097 -0.71 -0.14 0.02
Si -0.734251 4.318689 -1.809337 0.31 -0.78 0.27
C -2.004318 5.590333 -2.271080 -0.20 0.06 0.05
C -0.269027 3.160115 -3.204230 0.01 0.10 -0.23
C 0.778865 5.205603 -1.181400 0.09 0.08 0.20
Si -2.611900 3.907594 1.731259 0.42 -0.51 0.30
C -1.159627 4.494413 2.736159 0.15 0.06 0.08
C -3.659431 2.719505 2.708848 -0.10 -0.11 0.04
C -3.578460 5.330978 1.039891 -0.07 0.11 -0.25
H -5.614053 2.654546 -2.593402 0.02 -0.01 0.03
H -4.260493 3.747028 -2.846572 -0.04 -0.04 -0.05
H -5.148560 3.777536 -1.320396 -0.03 -0.02 -0.03
H -3.554246 0.068549 -3.218040 0.00 0.04 0.01
H -1.984475 0.269419 -2.439605 -0.03 -0.06 -0.10
H -2.527534 1.443987 -3.640512 -0.01 0.00 0.02
H -5.221123 0.027092 -0.734512 0.02 0.01 0.01
H -5.075837 1.259495 0.519780 0.01 0.00 -0.02
H -3.792666 0.064653 0.304729 -0.09 -0.06 0.00
H -2.913144 5.160844 -2.684187 0.01 0.05 -0.03
H -1.566780 6.246531 -3.029774 0.02 -0.05 0.01
H -2.283807 6.214330 -1.422410 0.02 0.03 -0.05
H -1.019386 3.160221 -3.998446 0.02 -0.02 0.03
H -0.169884 2.136966 -2.838137 0.07 -0.01 -0.06
H 0.685576 3.444967 -3.654670 -0.03 0.03 0.02
H 0.654305 5.583691 -0.163783 0.02 0.01 -0.03
H 0.962816 6.068573 -1.828095 0.00 -0.02 0.00
H 1.671554 4.580089 -1.214630 0.00 -0.01 0.00
H -0.497834 3.663060 2.994849 0.00 0.04 0.02
H -1.495748 4.958112 3.667673 0.01 0.00 -0.03
H -0.572106 5.235096 2.187648 0.00 -0.03 0.02
H -3.193590 1.730976 2.740641 -0.04 0.01 0.07
H -4.650400 2.604322 2.266921 0.02 -0.01 0.03
H -3.792018 3.065287 3.737024 0.01 0.02 -0.03
H -2.920760 6.079022 0.596408 -0.02 0.02 0.06
H -4.140337 5.815866 1.843087 0.02 -0.05 0.01
H -4.289993 5.015188 0.275623 -0.03 0.06 0.04

=====

No. 2
151
Properties=species:S:1:pos:R:3:forces:R:3 method="wB97M-V/def2-TZVPD" orbital_gap_ha=0.23847 total_charge=-1 molar_mass_g_mol=1499.73 total_energy_ha=-6595.21900
C 1.146218 4.472022 -1.870729 -0.49 1.76 -1.34
C 1.271392 3.500503 -1.205347 0.44 -1.62 1.40
C 1.474633 2.307416 -0.376127 -0.48 -0.38 -0.44
C 0.420197 1.193383 -0.632501 0.37 0.15 0.26
C 0.999601 -0.165915 -0.202079 0.13 0.02 -0.61
B 1.643853 -1.023822 -1.453567 -0.40 0.01 -0.08
C 2.280034 -2.436555 -0.902270 -0.15 0.27 0.15
C 3.629785 -2.321307 -0.167236 0.23 -0.43 -0.09
C 4.747947 -3.187057 -0.800880 -0.55 0.23 0.32
C 6.177952 -2.760027 -0.441884 -0.03 -0.49 0.05
C 6.930046 -1.722345 -1.266089 0.15 0.18 0.46
F 7.164520 -0.610050 -0.481393 -0.12 -0.31 -0.31
F 8.181148 -2.190535 -1.599544 -0.25 0.21 0.17
C 6.298399 -1.131244 -2.564588 0.18 0.48 -0.08
F 7.026383 -0.038872 -2.904479 -0.29 -0.37 0.08
F 5.044821 -0.757770 -2.349969 0.42 -0.06 -0.08
S 6.359092 -2.252442 -4.109513 -0.16 0.01 -0.13
F 4.799287 -2.525750 -4.057312 0.31 0.02 -0.11
F 6.109629 -0.989602 -5.049916 0.01 -0.24 0.15
F 7.936014 -2.026382 -4.214251 -0.17 -0.02 -0.09
F 6.613782 -3.554331 -3.223568 -0.02 -0.02 -0.08
F 6.452297 -3.168959 -5.406373 -0.05 0.18 0.17
H 0.959783 5.310002 -2.505895 0.11 -0.16 0.17
H 2.430303 1.843120 -0.637227 0.09 0.23 0.06
H 1.478040 2.578241 0.680789 0.14 -0.01 -0.01
H 0.193685 1.215503 -1.701962 -0.07 -0.22 -0.01
H -0.505106 1.423032 -0.094557 -0.01 0.17 -0.07
H 0.217063 -0.782493 0.255119 0.05 0.03 0.20
H 1.789600 0.023515 0.538456 -0.21 -0.09 0.29
H 0.714926 -1.282409 -2.246062 0.03 0.00 0.02
H 2.455560 -0.328380 -2.079200 0.14 -0.03 0.07
H 1.541756 -2.841312 -0.196914 0.01 -0.11 -0.09
H 2.331858 -3.169763 -1.716918 0.22 -0.06 0.01
H 3.517589 -2.684421 0.862251 0.10 0.22 0.07
H 3.967577 -1.281921 -0.097670 -0.09 0.06 -0.10
H 4.559067 -3.268089 -1.868202 0.22 0.05 -0.02
H 4.622571 -4.196481 -0.396402 0.06 -0.03 -0.18
H 6.163490 -2.391616 0.587246 0.07 0.13 -0.09
H 6.820372 -3.645236 -0.425603 0.05 0.12 -0.15
C -0.075500 0.671465 6.252859 0.01 0.21 -0.03
C -0.973153 0.037686 5.213985 0.07 -0.26 0.23
O -1.571350 1.040033 4.370339 -0.08 -0.01 -0.08
C -0.808416 1.483139 3.375186 -0.07 -0.05 0.08
O 0.300597 1.142133 3.109677 0.10 0.06 0.02
C -1.590416 2.529412 2.555352 -0.01 -0.11 -0.08
F -2.192391 3.424156 3.359032 0.05 0.05 -0.02
F -2.546544 1.928547 1.832526 -0.01 0.02 0.03
F -0.775685 3.168446 1.735588 -0.07 0.19 0.04
H -0.630605 1.420163 6.819484 -0.01 -0.05 0.05
H 0.298261 -0.085404 6.942190 -0.01 -0.03 -0.01
H 0.776287 1.165481 5.787134 0.02 -0.07 -0.03
H -1.814904 -0.467885 5.683202 -0.06 0.07 -0.04
H -0.437560 -0.686709 4.601596 0.03 0.10 -0.10
C -2.292272 -6.640886 -1.868627 -0.08 0.14 0.13
C -1.617660 -5.790650 -2.922426 0.09 -0.28 -0.08
O -2.185355 -4.470780 -2.952345 0.00 0.06 -0.09
C -1.725144 -3.622533 -2.031570 0.15 -0.12 -0.25
O -0.900606 -3.853649 -1.206013 -0.12 0.07 0.25
C -2.425995 -2.263443 -2.234951 0.04 0.12 0.16
F -3.761230 -2.454583 -2.334379 -0.07 0.04 0.02
F -2.017796 -1.684993 -3.364097 -0.04 -0.01 -0.01
F -2.208323 -1.446091 -1.218254 0.03 -0.05 -0.04
H -3.368376 -6.650506 -2.034337 0.00 -0.06 -0.03
H -1.921761 -7.665300 -1.908576 0.01 -0.01 -0.03
H -2.107598 -6.243427 -0.871148 0.08 -0.01 -0.01
H -1.793850 -6.194072 -3.917719 -0.07 0.08 -0.02
H -0.541901 -5.725288 -2.763695 -0.01 0.11 0.08
C -8.011168 -4.774327 -5.975177 0.07 -0.18 -0.03
C -7.817465 -4.671795 -4.479105 -0.14 0.33 -0.11
O -7.478289 -5.953455 -3.904680 0.05 -0.07 0.06
C -6.204298 -6.303699 -4.006777 -0.13 0.09 0.05
O -5.321701 -5.686801 -4.519331 0.08 -0.03 -0.05
C -5.972017 -7.657015 -3.302904 0.03 0.11 -0.07
F -6.908294 -8.554889 -3.628432 0.05 -0.02 0.00
F -6.000902 -7.487999 -1.973505 -0.02 -0.04 0.02
F -4.780897 -8.135080 -3.641585 -0.03 -0.17 0.03
H -8.762731 -5.528177 -6.211732 -0.05 0.04 0.01
H -8.340319 -3.814760 -6.372114 -0.01 0.02 0.02
H -7.082116 -5.050928 -6.471634 0.02 0.06 0.02
H -8.740947 -4.381104 -3.983315 0.00 -0.10 0.04
H -7.045955 -3.947177 -4.222145 0.08 -0.08 0.00
C -5.077910 6.651974 5.029577 0.13 -0.13 -0.02
C -4.980902 6.715370 6.537664 -0.25 0.24 -0.11
O -4.200794 5.617808 7.055813 0.05 -0.03 0.07
C -2.886050 5.771622 7.005792 -0.11 -0.01 -0.05
O -2.282464 6.720535 6.606562 0.06 0.05 0.01
C -2.197176 4.518501 7.584913 0.03 0.03 -0.06
F -2.767112 3.400944 7.129036 0.05 -0.06 0.02
F -2.298683 4.523597 8.924300 -0.01 -0.01 0.01
F -0.910561 4.505887 7.262896 -0.01 -0.04 0.02
H -5.481039 5.689818 4.713702 -0.05 0.02 0.01
H -5.733991 7.442679 4.666781 -0.01 0.01 0.01
H -4.099639 6.776969 4.567645 0.00 0.05 0.02
H -5.959430 6.602891 6.999265 0.03 -0.10 0.04
H -4.547701 7.656053 6.875061 0.10 -0.04 -0.01
C 11.485743 -3.146063 2.243627 -0.07 -0.11 0.15
C 10.153389 -2.622414 1.755431 0.24 0.16 -0.25
O 9.058370 -3.378180 2.315456 -0.14 -0.03 0.03
C 8.689681 -3.048572 3.541166 0.09 0.03 -0.08
O 9.173187 -2.212200 4.244933 0.01 0.03 0.05
C 7.477728 -3.901328 3.971129 0.07 -0.04 0.04
F 7.660266 -5.189971 3.655005 -0.04 0.01 0.03
F 6.373229 -3.469671 3.359907 -0.05 0.00 -0.03
F 7.298130 -3.814060 5.286404 -0.03 -0.02 -0.02
H 11.580379 -4.209873 2.023892 0.02 0.02 -0.06
H 12.295944 -2.613289 1.746835 0.00 0.01 -0.03
H 11.591452 -3.009707 3.319339 0.00 0.06 -0.01
H 10.051980 -2.745775 0.679766 -0.09 -0.05 0.01
H 10.020169 -1.567965 1.991298 -0.05 -0.02 0.10
C -3.822794 1.251668 -2.863644 0.08 -0.05 -0.31
C -3.815785 2.750387 -2.674063 -0.09 -0.21 0.47
O -3.173509 3.410497 -3.793443 -0.10 0.07 -0.17
C -3.938675 3.591161 -4.851498 0.05 -0.01 0.17
O -5.093868 3.302983 -4.981026 -0.04 -0.01 -0.06
C -3.146805 4.309716 -5.964612 -0.04 -0.04 0.01
F -1.939436 3.776870 -6.140666 0.03 0.03 -0.02
F -2.996818 5.606101 -5.647085 0.04 0.01 -0.01
F -3.809921 4.243345 -7.118820 0.03 0.02 -0.01
H -2.808268 0.879021 -3.003191 0.02 0.02 0.09
H -4.257706 0.755061 -1.997119 0.03 0.05 0.06
H -4.405764 0.983434 -3.745838 -0.05 -0.02 0.04
H -3.236527 3.030605 -1.797382 0.16 0.07 -0.13
H -4.821564 3.148618 -2.561074 -0.02 0.04 -0.12
C 6.865148 6.560737 -0.370685 -0.07 -0.11 0.12
C 5.652088 7.422022 -0.644101 0.25 0.13 -0.19
O 4.465232 6.843951 -0.071330 -0.08 0.01 0.01
C 4.263839 7.066446 1.215926 0.04 0.01 -0.07
O 4.947021 7.713514 1.955153 0.01 0.02 0.04
C 2.954278 6.375831 1.652593 0.08 0.01 0.00
F 2.887612 5.143408 1.166901 -0.10 -0.04 0.09
F 1.907862 7.081972 1.200367 -0.03 -0.02 -0.01
F 2.879749 6.326575 2.981718 -0.02 -0.02 -0.02
H 6.697413 5.545416 -0.729470 0.01 0.02 -0.05
H 7.735923 6.973167 -0.880078 0.00 0.01 -0.02
H 7.078960 6.513710 0.696449 0.01 0.05 0.00
H 5.446278 7.477875 -1.710564 -0.09 -0.06 0.01
H 5.781322 8.435159 -0.264344 -0.04 -0.03 0.10
C -7.595065 -1.887281 2.321791 0.03 0.19 0.01
C -7.874105 -2.012669 0.840712 -0.02 -0.34 0.14
O -8.071021 -0.718725 0.232885 -0.01 0.06 -0.06
C -6.961449 -0.057165 -0.069208 -0.08 -0.10 0.01
O -5.837538 -0.415171 0.105959 0.07 0.03 0.00
C -7.316252 1.279933 -0.752006 0.08 -0.08 0.05
F -8.296896 1.919936 -0.104568 0.03 0.03 -0.02
F -7.722142 1.052777 -2.007189 -0.02 0.03 -0.02
F -6.244477 2.061915 -0.785830 -0.10 0.11 0.00
H -8.394484 -1.333054 2.814438 -0.03 -0.05 0.00
H -7.526632 -2.877382 2.771279 -0.01 -0.02 -0.01
H -6.656963 -1.363362 2.499640 0.03 -0.05 -0.03
H -8.803479 -2.548842 0.660882 -0.04 0.09 -0.04
H -7.069794 -2.534644 0.323736 0.06 0.10 -0.02